Record 1
{"formula": "C34H32O14", "method": "ωB97M-V/def2-TZVPD", "spin_multiplicity": 1, "smiles": "O=C1C=CC(=O)C=C1.O=C1C=CC(=O)C=C1.O=C1C=CC(=O)C=C1.O=C1C=CC(=O)C=C1.O=C1C=CC(=O)C=C1.OCCO.OCCO", "homo_ha": -0.3668, "elements": ["C", "C", "O", "O", "H", "H", "H", "H", "H", "H", "C", "C", "O", "O", "H", "H", "H", "H", "H", "H", "C", "C", "C", "O", "C", "C", "C", "O", "H", "H", "H", "H", "C", "C", "C", "O", "C", "C", "C", "O", "H", "H", "H", "H", "C", "C", "C", "O", "C", "C", "C", "O", "H", "H", "H", "H", "C", "C", "C", "O", "C", "C", "C", "O", "H", "H", "H", "H", "C", "C", "C", "O", "C", "C", "C", "O", "H", "H", "H", "H"], "coordinates": [[1.85, -8.85, 20.48], [2.17, -9.39, 21.88], [3.04, -10.46, 21.94], [1.31, -9.97, 19.71], [2.81, -8.50, 20.11], [1.15, -8.02, 20.50], [1.23, -9.64, 22.37], [2.54, -8.68, 22.61], [3.20, -10.68, 22.86], [0.56, -10.43, 20.09], [-2.07, -11.57, 20.08], [-1.93, -10.57, 18.88], [-0.77, -10.86, 18.06], [-0.83, -11.69, 20.85], [-2.43, -12.49, 19.60], [-2.85, -11.24, 20.76], [-1.84, -9.53, 19.18], [-2.86, -10.71, 18.33], [0.01, -10.61, 18.56], [-0.89, -12.30, 21.59], [-0.37, -3.65, 25.41], [-1.45, -4.49, 25.54], [-2.84, -4.20, 24.94], [-3.74, -5.16, 24.97], [-2.94, -2.86, 24.25], [-1.82, -2.14, 24.13], [-0.47, -2.37, 24.67], [0.53, -1.63, 24.65], [0.56, -3.89, 25.89], [-1.24, -5.30, 26.23], [-3.86, -2.47, 23.84], [-2.04, -1.25, 23.57], [-0.93, 0.31, 19.64], [0.25, 0.93, 19.74], [0.54, 2.24, 19.21], [1.63, 2.83, 19.33], [-0.57, 2.74, 18.39], [-1.74, 2.10, 18.24], [-2.10, 0.83, 18.91], [-3.18, 0.23, 18.80], [-1.08, -0.63, 20.17], [1.08, 0.44, 20.23], [-0.54, 3.72, 17.93], [-2.48, 2.66, 17.68], [-2.39, -6.25, 21.83], [-2.57, -5.01, 21.36], [-1.98, -4.50, 20.11], [-2.11, -3.37, 19.57], [-1.39, -5.54, 19.34], [-1.17, -6.79, 19.86], [-1.61, -7.23, 21.19], [-1.31, -8.36, 21.63], [-2.96, -6.65, 22.66], [-3.23, -4.37, 21.92], [-1.04, -5.28, 18.35], [-0.82, -7.58, 19.22], [2.03, -3.73, 21.70], [2.94, -4.65, 21.22], [3.12, -4.90, 19.80], [3.85, -5.77, 19.42], [2.33, -4.04, 18.97], [1.26, -3.28, 19.41], [1.10, -3.04, 20.83], [0.22, -2.35, 21.39], [1.91, -3.56, 22.76], [3.61, -5.20, 21.88], [2.40, -4.15, 17.90], [0.56, -2.85, 18.71], [-0.83, -11.44, 25.20], [0.03, -10.41, 25.26], [-0.29, -9.03, 25.27], [0.53, -8.11, 25.06], [-1.76, -8.80, 25.36], [-2.65, -9.83, 25.34], [-2.28, -11.22, 25.34], [-3.03, -12.20, 25.53], [-0.50, -12.46, 25.08], [1.09, -10.60, 25.21], [-2.22, -7.83, 25.29], [-3.71, -9.61, 25.23]], "lowdin_charge": [-0.1520, -0.2872, -0.0377, -0.0783, 0.1179, 0.0881, 0.0966, 0.1160, 0.0868, 0.0337, -0.1823, -0.1967, -0.0672, -0.0825, 0.1104, 0.1079, 0.0806, 0.1158, 0.0237, 0.0852, 0.0139, 0.0323, -0.2623, -0.0019, 0.0037, 0.0033, -0.3667, 0.0931, 0.1181, 0.1046, 0.1222, 0.1234, 0.0252, 0.0085, -0.3681, 0.0881, 0.0145, 0.0133, -0.3520, 0.0963, 0.0954, 0.1203, 0.1181, 0.1161, 0.0116, 0.0537, -0.3682, 0.0862, 0.0147, 0.0424, -0.3828, 0.1026, 0.1222, 0.1118, 0.1279, 0.1112, 0.0443, 0.0489, -0.4489, 0.1447, 0.0494, 0.0333, -0.3786, 0.0655, 0.1132, 0.1217, 0.1240, 0.1197, 0.0392, -0.0108, -0.3730, 0.0745, 0.0498, 0.0227, -0.3770, 0.0921, 0.1251, 0.1224, 0.1023, 0.1239]}


Record 2
{"formula": "C34H33AsIN4NiOS", "method": "ωB97M-V/def2-TZVPD", "e_above_lowest_ev": 0.762, "spin_multiplicity": 3, "total_charge": 1, "homo_ha": [-0.3909, -0.3778], "elements": ["Ni", "S", "C", "C", "C", "C", "C", "C", "As", "C", "C", "C", "C", "C", "C", "C", "C", "C", "C", "C", "C", "H", "H", "H", "H", "H", "H", "H", "H", "H", "H", "H", "H", "H", "H", "N", "C", "H", "I", "C", "C", "C", "C", "N", "C", "H", "H", "H", "H", "C", "C", "N", "C", "C", "C", "O", "C", "C", "C", "C", "N", "C", "H", "H", "H", "H", "H", "H", "H", "H", "H", "H", "H", "H", "H", "H"], "coordinates": [[-0.85, -1.44, -1.32], [-1.78, -0.25, -3.79], [-0.90, 1.19, -3.99], [-0.75, 1.76, -5.27], [-0.03, 2.93, -5.43], [0.53, 3.55, -4.32], [0.38, 3.01, -3.04], [-0.32, 1.84, -2.85], [-0.62, 1.00, -1.12], [0.55, 2.09, -0.01], [0.07, 3.10, 0.81], [0.96, 3.89, 1.54], [2.32, 3.67, 1.45], [2.81, 2.64, 0.64], [1.92, 1.85, -0.08], [-2.34, 1.78, -0.66], [-2.97, 1.33, 0.50], [-4.20, 1.85, 0.87], [-4.82, 2.81, 0.08], [-4.20, 3.25, -1.08], [-2.96, 2.74, -1.45], [-1.20, 1.27, -6.12], [0.09, 3.36, -6.42], [1.09, 4.47, -4.45], [0.82, 3.52, -2.19], [-0.99, 3.30, 0.87], [0.58, 4.69, 2.16], [3.01, 4.29, 2.01], [3.87, 2.46, 0.58], [2.31, 1.06, -0.72], [-2.50, 0.57, 1.11], [-4.68, 1.50, 1.78], [-5.79, 3.21, 0.37], [-4.68, 4.00, -1.69], [-2.49, 3.11, -2.35], [-2.88, -2.78, 0.59], [-2.21, -2.06, -0.03], [-3.47, -3.39, 1.12], [-4.61, -4.59, -4.62], [-2.65, -4.24, -4.09], [-1.60, -4.82, -4.79], [-0.30, -4.55, -4.37], [-0.11, -3.71, -3.30], [-1.12, -3.13, -2.63], [-2.37, -3.40, -3.02], [-1.79, -5.48, -5.63], [0.55, -4.98, -4.88], [0.89, -3.48, -2.94], [-3.17, -2.93, -2.47], [2.05, -1.05, 6.53], [1.04, -1.66, 5.57], [1.32, -1.37, 4.16], [1.13, 0.00, 3.68], [2.42, 0.81, 3.55], [1.87, -2.35, 3.40], [2.20, -3.45, 3.81], [2.03, -2.08, 1.93], [3.28, -2.04, 1.33], [3.35, -1.91, -0.05], [2.17, -1.85, -0.77], [0.96, -1.90, -0.20], [0.91, -2.01, 1.12], [1.82, -1.34, 7.55], [2.06, 0.04, 6.48], [3.06, -1.41, 6.30], [0.03, -1.29, 5.78], [1.03, -2.74, 5.68], [0.47, 0.48, 4.40], [0.60, 0.00, 2.73], [3.01, 0.74, 4.47], [2.19, 1.86, 3.36], [3.03, 0.44, 2.73], [4.17, -2.11, 1.93], [4.30, -1.88, -0.56], [2.19, -1.76, -1.85], [-0.08, -2.05, 1.57]], "mulliken_spin": [0.9870, 0.7119, -0.0241, 0.1359, -0.0568, 0.1588, -0.0720, 0.1206, 0.0045, -0.0038, 0.0000, -0.0005, 0.0002, 0.0001, 0.0035, 0.0170, -0.0052, -0.0019, 0.0002, -0.0007, 0.0133, -0.0034, -0.0002, 0.0057, 0.0107, 0.0008, 0.0000, 0.0000, 0.0000, 0.0003, -0.0035, 0.0001, 0.0000, 0.0002, -0.0037, -0.0177, -0.0107, 0.0006, 0.0008, -0.0026, -0.0061, -0.0019, 0.0029, 0.0288, -0.0008, 0.0000, 0.0006, -0.0035, -0.0002, 0.0000, 0.0000, 0.0001, -0.0011, 0.0001, 0.0005, 0.0001, 0.0029, -0.0012, -0.0070, -0.0019, 0.0275, -0.0069, 0.0000, 0.0000, 0.0000, 0.0000, 0.0000, 0.0000, -0.0004, 0.0000, 0.0000, -0.0001, 0.0000, -0.0001, 0.0000, 0.0022]}


Record 3
{"formula": "C34H33BF8FeN3O3SbTe", "method": "ωB97M-V/def2-TZVPD", "e_above_lowest_ev": 0.000, "spin_multiplicity": 5, "homo_ha": [-0.3153, -0.3107], "elements": ["Fe", "N", "C", "C", "C", "C", "C", "N", "C", "C", "C", "C", "C", "N", "H", "H", "H", "H", "H", "H", "H", "H", "H", "F", "C", "C", "C", "C", "C", "C", "Sb", "C", "C", "C", "C", "F", "C", "C", "C", "C", "C", "C", "F", "C", "C", "H", "H", "H", "H", "H", "H", "H", "H", "H", "H", "H", "H", "F", "Te", "F", "F", "F", "F", "O", "C", "C", "C", "O", "B", "O", "C", "C", "C", "H", "H", "H", "H", "H", "H", "H", "H", "H", "H", "H", "H"], "coordinates": [[1.26, 2.45, 1.40], [2.03, -0.16, 3.49], [0.89, 0.53, 3.86], [0.14, -0.03, 4.91], [-1.02, 0.58, 5.31], [-1.43, 1.75, 4.67], [-0.64, 2.25, 3.67], [0.51, 1.66, 3.25], [2.93, -0.04, 2.44], [3.98, -0.97, 2.40], [4.87, -0.92, 1.36], [4.71, 0.06, 0.38], [3.67, 0.94, 0.51], [2.78, 0.89, 1.51], [2.21, -0.95, 4.08], [0.49, -0.94, 5.38], [-1.61, 0.14, 6.10], [-2.34, 2.26, 4.95], [-0.91, 3.15, 3.14], [4.07, -1.72, 3.18], [5.68, -1.63, 1.30], [5.40, 0.14, -0.45], [3.51, 1.75, -0.19], [-4.74, -5.06, 4.02], [-4.03, -4.12, 3.36], [-4.60, -3.47, 2.29], [-3.85, -2.52, 1.62], [-2.55, -2.21, 2.01], [-2.01, -2.89, 3.10], [-2.74, -3.85, 3.79], [-1.31, -0.76, 1.02], [-2.69, -0.30, -0.54], [-2.72, -1.01, -1.74], [-3.61, -0.66, -2.75], [-4.47, 0.40, -2.53], [-5.33, 0.74, -3.50], [-4.46, 1.13, -1.36], [-3.56, 0.77, -0.37], [-0.17, -2.27, 0.01], [1.17, -2.03, -0.28], [1.96, -3.01, -0.88], [1.38, -4.22, -1.20], [2.14, -5.17, -1.78], [0.05, -4.50, -0.93], [-0.72, -3.51, -0.32], [-5.61, -3.72, 2.00], [-4.30, -2.01, 0.77], [-1.00, -2.67, 3.43], [-2.33, -4.39, 4.63], [-2.04, -1.83, -1.91], [-3.65, -1.19, -3.69], [-5.13, 1.97, -1.24], [-3.52, 1.36, 0.54], [1.60, -1.07, -0.07], [3.00, -2.83, -1.12], [-0.36, -5.46, -1.19], [-1.75, -3.73, -0.09], [-2.21, 5.69, 0.50], [-1.03, 4.29, -0.10], [-2.12, 3.23, 1.01], [2.53, 3.54, 0.60], [-2.26, 3.69, -1.44], [0.01, 4.26, 1.66], [-0.05, 2.38, -0.23], [2.99, 0.39, -3.24], [1.61, 0.99, -3.09], [0.58, 0.15, -3.84], [1.23, 0.96, -1.69], [0.51, 2.10, -1.44], [0.51, 2.98, -2.50], [1.52, 2.51, -3.43], [1.05, 2.82, -4.84], [2.80, 3.27, -3.11], [2.95, -0.67, -2.96], [3.71, 0.89, -2.59], [3.33, 0.47, -4.27], [0.60, -0.86, -3.44], [0.82, 0.11, -4.91], [-0.42, 0.56, -3.72], [0.05, 2.43, -5.02], [1.74, 2.38, -5.57], [1.03, 3.90, -4.99], [3.14, 3.06, -2.10], [2.59, 4.34, -3.17], [3.59, 3.03, -3.82]], "mulliken_spin": [3.8281, 0.0096, -0.0100, 0.0021, 0.0016, 0.0003, 0.0023, 0.0414, -0.0106, 0.0029, -0.0023, 0.0004, -0.0131, 0.0397, -0.0007, -0.0001, -0.0001, 0.0000, -0.0081, -0.0007, -0.0002, 0.0000, 0.0147, 0.0000, 0.0000, 0.0001, -0.0002, 0.0009, 0.0000, 0.0000, 0.0364, -0.0005, 0.0004, -0.0002, 0.0003, 0.0000, -0.0009, 0.0010, 0.0026, 0.0072, -0.0004, 0.0000, 0.0000, 0.0000, -0.0007, 0.0000, 0.0001, -0.0001, 0.0000, -0.0001, 0.0000, 0.0000, 0.0004, -0.0063, -0.0001, 0.0000, 0.0000, -0.0002, -0.0009, -0.0017, 0.1086, -0.0002, 0.0113, -0.0902, -0.0007, -0.0044, 0.0000, -0.0287, 0.0724, -0.0020, -0.0008, 0.0001, -0.0011, 0.0001, 0.0001, 0.0000, 0.0002, 0.0000, 0.0001, -0.0001, 0.0001, -0.0001, 0.0016, -0.0004, -0.0001]}